Entry 1:
A structure of composition C27H22N4O8Ti, computed with ωB97M-V/def2-TZVPD.

Cartesian coordinates (Å):
Ti (-0.53, 0.42, -0.41)
C (-2.75, 3.16, 0.56)
O (-1.92, 2.10, 0.99)
C (-2.27, 1.46, 2.15)
C (-3.32, 1.82, 2.97)
C (-3.56, 1.11, 4.14)
C (-2.73, 0.05, 4.49)
C (-1.67, -0.30, 3.66)
C (-1.44, 0.38, 2.48)
N (-0.38, 0.14, 1.60)
N (0.62, -0.56, 2.14)
C (1.82, -0.50, 1.51)
C (2.14, 0.41, 0.49)
O (1.18, 1.16, -0.07)
C (3.47, 0.57, 0.07)
C (4.48, -0.20, 0.57)
C (4.20, -1.19, 1.55)
C (5.21, -2.04, 2.07)
C (4.93, -2.99, 3.00)
C (3.61, -3.15, 3.46)
C (2.61, -2.35, 2.98)
C (2.87, -1.35, 2.02)
H (-2.75, 3.97, 1.30)
H (-3.77, 2.80, 0.40)
H (-2.32, 3.51, -0.37)
H (-3.97, 2.64, 2.69)
H (-4.39, 1.38, 4.78)
H (-2.91, -0.50, 5.40)
H (-1.00, -1.11, 3.92)
H (3.67, 1.33, -0.68)
H (5.50, -0.06, 0.24)
H (6.23, -1.91, 1.70)
H (5.72, -3.63, 3.38)
H (3.38, -3.92, 4.19)
H (1.58, -2.47, 3.32)
O (1.33, -3.11, -1.26)
C (0.86, -2.00, -1.27)
O (-0.04, -1.50, -0.46)
C (1.26, -0.97, -2.31)
C (2.29, -1.06, -3.23)
C (2.53, 0.04, -4.04)
C (1.74, 1.19, -3.92)
C (0.74, 1.18, -2.97)
N (0.52, 0.11, -2.22)
C (-0.18, 2.33, -2.61)
O (-0.26, 3.31, -3.32)
O (-0.84, 2.09, -1.52)
H (2.89, -1.96, -3.27)
H (3.33, 0.01, -4.76)
H (1.91, 2.07, -4.52)
N (-2.08, 0.05, -3.75)
C (-3.24, -0.72, -3.29)
C (-4.06, 0.04, -2.26)
C (-3.59, 0.08, -0.82)
O (-4.38, 0.24, 0.08)
O (-2.30, -0.12, -0.64)
H (-2.38, 0.92, -4.18)
H (-1.55, -0.46, -4.44)
H (-2.88, -1.66, -2.86)
H (-3.92, -0.99, -4.11)
H (-5.07, -0.38, -2.20)
H (-4.17, 1.08, -2.58)

Results
gap between HOMO and LUMO (alpha / beta): 5.5470 / 6.8400 eV
expectation value of S²: 0.79
HOMO energy (alpha / beta): -0.116 / -0.167 Eh
spin multiplicity: 2
lowest unoccupied orbital energy (alpha / beta): 0.087 / 0.084 Ha
total charge: -1

Electronic structure analysis, Mulliken charges in units of e:
1 Ti -1.253
2 C -1.135
3 O -0.107
4 C 1.108
5 C -0.708
6 C -0.714
7 C -0.729
8 C -0.582
9 C 0.165
10 N 1.182
11 N -0.860
12 C -0.285
13 C 1.478
14 O -0.478
15 C -0.394
16 C -1.156
17 C 0.879
18 C -0.912
19 C -0.461
20 C -0.722
21 C -0.648
22 C 0.557
23 H 0.384
24 H 0.427
25 H 0.177
26 H 0.356
27 H 0.362
28 H 0.376
29 H 0.440
30 H 0.503
31 H 0.330
32 H 0.359
33 H 0.373
34 H 0.374
35 H 0.398
36 O -0.735
37 C 0.243
38 O -0.410
39 C 0.407
40 C -0.754
41 C -0.465
42 C -0.789
43 C 0.882
44 N 1.264
45 C -0.089
46 O -0.765
47 O -0.238
48 H 0.571
49 H 0.425
50 H 0.556
51 N -0.371
52 C -0.825
53 C -0.708
54 C 0.468
55 O -0.655
56 O 0.132
57 H 0.206
58 H 0.185
59 H 0.355
60 H 0.415
61 H 0.440
62 H 0.172

Entry 2:
A structure of composition C27H23BrCl2N4O2Pb, computed with ωB97M-V/def2-TZVPD.

Cartesian coordinates (Å):
Pb (-1.33, 0.08, 0.30)
Cl (2.50, 6.41, 2.35)
C (1.47, 5.19, 1.67)
C (0.39, 5.56, 0.87)
C (-0.32, 4.62, 0.18)
Cl (-1.47, 5.08, -0.98)
C (-0.18, 3.20, 0.52)
O (-1.11, 2.41, 0.11)
C (0.98, 2.77, 1.34)
C (1.26, 1.43, 1.84)
O (0.61, 0.39, 1.58)
C (1.84, 3.83, 1.78)
H (0.24, 6.60, 0.70)
H (2.21, 1.33, 2.39)
H (2.82, 3.67, 2.24)
C (-0.78, -5.63, -0.41)
N (-0.06, -4.63, 0.35)
C (1.32, -4.91, 0.84)
C (-0.62, -3.49, 0.57)
N (-1.17, -2.47, 0.83)
H (-1.63, -6.07, 0.11)
H (-0.02, -6.40, -0.64)
H (-1.16, -5.25, -1.40)
H (1.35, -5.77, 1.48)
H (1.71, -4.00, 1.30)
H (1.90, -5.08, -0.08)
Br (-2.80, -0.21, 7.39)
C (-2.96, 0.23, 5.52)
C (-3.20, -0.85, 4.66)
C (-2.96, -0.65, 3.27)
N (-2.53, 0.48, 2.78)
C (-2.54, 1.60, 3.52)
C (-2.76, 1.48, 4.92)
H (-3.46, -1.82, 5.04)
H (-3.11, -1.54, 2.61)
H (-2.29, 2.53, 3.01)
H (-2.88, 2.50, 5.42)
C (-1.27, 2.56, -4.42)
C (0.08, 2.57, -4.05)
C (0.59, 1.62, -3.15)
C (-0.20, 0.58, -2.67)
C (-1.56, 0.68, -3.02)
C (-2.09, 1.51, -4.00)
N (0.20, -0.39, -1.77)
C (1.33, -1.14, -1.98)
C (2.08, -1.68, -0.91)
C (3.29, -2.28, -1.21)
C (3.67, -2.54, -2.54)
C (2.89, -2.06, -3.61)
C (1.78, -1.32, -3.32)
H (-1.66, 3.35, -5.09)
H (0.78, 3.35, -4.39)
H (1.62, 1.65, -2.95)
H (-2.23, -0.04, -2.57)
H (-3.09, 1.35, -4.41)
H (1.54, -1.63, 0.04)
H (4.03, -2.49, -0.46)
H (4.56, -3.17, -2.64)
H (3.19, -2.19, -4.67)
H (1.17, -0.95, -4.18)

Results
gap between HOMO and LUMO (alpha / beta): 4.2195 / 6.6627 eV
HOMO energy (alpha / beta): -0.485 / -0.503 Eh
lowest unoccupied orbital energy (alpha / beta): -0.330 / -0.258 Ha
total charge: +2

Electronic structure analysis, Mulliken charges in units of e:
1 Pb 1.593
2 Cl -0.095
3 C 0.147
4 C -0.476
5 C 0.049
6 Cl -0.051
7 C 0.891
8 O -0.641
9 C 0.559
10 C -0.170
11 O -0.429
12 C -0.942
13 H 0.534
14 H 0.405
15 H 0.449
16 C -0.905
17 N 0.036
18 C -0.918
19 C 0.451
20 N -0.616
21 H 0.316
22 H 0.338
23 H 0.353
24 H 0.364
25 H 0.306
26 H 0.393
27 Br -0.086
28 C 0.149
29 C -0.561
30 C -0.103
31 N -0.224
32 C -0.346
33 C -0.391
34 H 0.446
35 H 0.342
36 H 0.490
37 H 0.322
38 C -0.298
39 C -0.811
40 C -0.037
41 C -0.163
42 C -0.156
43 C -0.817
44 N 0.041
45 C -0.040
46 C -0.142
47 C -1.039
48 C -0.397
49 C -0.705
50 C -0.033
51 H 0.405
52 H 0.388
53 H 0.657
54 H 0.459
55 H 0.459
56 H 0.593
57 H 0.473
58 H 0.424
59 H 0.378
60 H 0.384

Entry 3:
A cluster of 11 separate species, C27H23BrCl40N2O4S in total, computed with ωB97M-V/def2-TZVPD.

Cartesian coordinates (Å):
C (1.51, -1.29, 0.01)
C (1.77, -2.37, -1.15)
O (1.67, -1.84, -2.51)
C (2.02, -0.47, -2.60)
C (0.92, 0.64, -2.83)
C (-0.66, 0.40, -2.94)
C (-1.11, -0.98, -3.63)
C (-1.77, -1.89, -2.44)
C (-1.62, -3.47, -2.70)
O (-1.74, -4.12, -1.37)
C (1.43, 2.12, -2.95)
C (0.50, 3.38, -3.20)
C (0.78, 4.63, -2.23)
O (1.25, 4.27, -0.91)
C (0.24, 3.53, -0.21)
O (-1.00, 3.75, -0.36)
C (0.80, 2.43, 0.84)
C (-0.38, 1.54, 1.48)
C (2.99, 2.42, -2.81)
N (3.68, 3.68, -2.87)
S (5.38, 3.56, -2.66)
N (5.45, 1.84, -2.50)
C (4.12, 1.33, -2.58)
C (3.56, -0.14, -2.48)
Br (4.94, -1.56, -2.20)
H (0.68, -0.53, -0.21)
H (1.14, -1.90, 0.93)
H (2.52, -0.83, 0.29)
H (0.93, -3.16, -1.05)
H (2.75, -2.95, -1.05)
H (-1.15, 1.25, -3.56)
H (-1.09, 0.44, -1.87)
H (-1.96, -0.78, -4.40)
H (-0.27, -1.53, -4.18)
H (-2.86, -1.56, -2.20)
H (-1.17, -1.67, -1.47)
H (-2.48, -3.91, -3.33)
H (-0.59, -3.77, -3.11)
H (-2.19, -3.45, -0.80)
H (0.73, 3.75, -4.28)
H (-0.62, 3.17, -3.16)
H (1.60, 5.28, -2.73)
H (-0.16, 5.29, -2.23)
H (1.52, 1.76, 0.24)
H (1.37, 3.01, 1.64)
H (0.07, 0.58, 1.92)
H (-0.86, 2.16, 2.31)
H (-1.15, 1.34, 0.66)
Cl (1.63, -5.93, -6.12)
C (1.22, -4.20, -6.22)
Cl (2.26, -3.41, -7.42)
Cl (-0.48, -4.03, -6.71)
Cl (1.46, -3.44, -4.64)
Cl (-1.91, -1.56, 3.77)
C (-2.28, -2.85, 2.61)
Cl (-0.80, -3.77, 2.25)
Cl (-3.50, -3.93, 3.30)
Cl (-2.90, -2.13, 1.11)
Cl (0.07, 0.49, 9.02)
C (-0.31, -0.80, 7.86)
Cl (1.16, -1.72, 7.49)
Cl (-1.53, -1.89, 8.56)
Cl (-0.94, -0.09, 6.36)
Cl (-4.44, -0.71, -1.36)
C (-4.78, 1.03, -1.50)
Cl (-5.51, 1.36, -3.09)
Cl (-5.90, 1.53, -0.22)
Cl (-3.26, 1.94, -1.35)
Cl (10.62, 0.28, -0.92)
C (8.99, 0.75, -1.46)
Cl (7.79, 0.21, -0.26)
Cl (8.90, 2.52, -1.62)
Cl (8.64, -0.01, -3.03)
Cl (-7.40, -3.83, -1.70)
C (-8.48, -2.42, -1.75)
Cl (-9.08, -2.08, -0.11)
Cl (-7.60, -1.01, -2.37)
Cl (-9.86, -2.77, -2.82)
Cl (8.43, 2.77, 3.31)
C (6.77, 2.13, 3.31)
Cl (6.11, 2.18, 1.66)
Cl (6.80, 0.44, 3.88)
Cl (5.76, 3.10, 4.39)
Cl (-10.35, -2.77, 4.45)
C (-9.58, -4.12, 3.59)
Cl (-9.61, -5.57, 4.61)
Cl (-10.46, -4.44, 2.08)
Cl (-7.90, -3.69, 3.21)
Cl (3.73, 0.53, 6.62)
C (5.22, 0.09, 7.47)
Cl (6.48, 1.29, 7.12)
Cl (4.91, 0.04, 9.22)
Cl (5.77, -1.51, 6.92)
Cl (-4.29, 6.98, 2.27)
C (-3.07, 5.72, 2.00)
Cl (-2.50, 5.09, 3.56)
Cl (-3.80, 4.39, 1.06)
Cl (-1.70, 6.40, 1.09)

Results
gap between HOMO and LUMO: 6.9294 eV
structure (SMILES): CCOc1c(CCCCO)c(CCOC(=O)CC)c2nsnc2c1Br.ClC(Cl)(Cl)Cl.ClC(Cl)(Cl)Cl.ClC(Cl)(Cl)Cl.ClC(Cl)(Cl)Cl.ClC(Cl)(Cl)Cl.ClC(Cl)(Cl)Cl.ClC(Cl)(Cl)Cl.ClC(Cl)(Cl)Cl.ClC(Cl)(Cl)Cl.ClC(Cl)(Cl)Cl
HOMO energy: -0.311 Eh
lowest unoccupied orbital energy: -0.056 Ha
total charge: 0

Electronic structure analysis, Mulliken charges in units of e:
1 C -0.065
2 C -0.861
3 O 0.061
4 C 0.401
5 C 0.964
6 C 0.795
7 C -0.527
8 C 1.058
9 C 0.021
10 O -0.533
11 C -0.765
12 C -1.023
13 C -0.649
14 O -0.365
15 C 0.314
16 O -0.249
17 C 0.001
18 C -0.567
19 C 0.715
20 N -0.534
21 S 0.188
22 N -0.283
23 C 0.353
24 C -0.484
25 Br -0.151
26 H -0.372
27 H 0.288
28 H 0.292
29 H 0.291
30 H 0.348
31 H 0.328
32 H -0.816
33 H 0.377
34 H -0.048
35 H -0.656
36 H -0.051
37 H 0.202
38 H -0.046
39 H 0.233
40 H 0.489
41 H 0.131
42 H 0.388
43 H 0.377
44 H -0.100
45 H 0.410
46 H 0.243
47 H 0.344
48 H -0.070
49 Cl -0.116
50 C 0.296
51 Cl -0.116
52 Cl -0.114
53 Cl -0.007
54 Cl 0.019
55 C 0.011
56 Cl -0.085
57 Cl -0.082
58 Cl 0.117
59 Cl -0.096
60 C 0.305
61 Cl -0.074
62 Cl -0.102
63 Cl -0.057
64 Cl -0.081
65 C 0.191
66 Cl -0.105
67 Cl -0.079
68 Cl -0.055
69 Cl -0.103
70 C 0.295
71 Cl -0.026
72 Cl -0.113
73 Cl -0.086
74 Cl -0.103
75 C 0.258
76 Cl -0.054
77 Cl -0.026
78 Cl -0.103
79 Cl -0.099
80 C 0.207
81 Cl 0.050
82 Cl -0.054
83 Cl -0.092
84 Cl -0.094
85 C 0.309
86 Cl -0.103
87 Cl -0.078
88 Cl -0.046
89 Cl -0.021
90 C 0.277
91 Cl -0.058
92 Cl -0.103
93 Cl -0.099
94 Cl -0.109
95 C 0.210
96 Cl -0.106
97 Cl -0.011
98 Cl -0.086

Entry 4:
The molecule C27H23BrN4O3, computed with ωB97M-V/def2-TZVPD.

Cartesian coordinates (Å):
O (-1.05, -1.36, 2.27)
C (-0.58, -0.93, 1.22)
C (-1.05, 0.37, 0.64)
C (-0.20, 1.44, 0.58)
C (-0.67, 2.69, 0.12)
C (0.23, 3.84, 0.00)
C (1.59, 3.69, -0.25)
C (2.38, 4.83, -0.35)
N (1.90, 6.06, -0.22)
C (0.61, 6.20, 0.01)
C (-0.27, 5.13, 0.12)
N (-1.92, 2.88, -0.24)
C (-2.79, 1.85, -0.17)
C (-4.13, 2.08, -0.55)
C (-5.04, 1.07, -0.51)
C (-4.65, -0.21, -0.09)
Br (-5.95, -1.60, -0.07)
C (-3.36, -0.48, 0.28)
C (-2.41, 0.55, 0.26)
N (0.41, -1.55, 0.55)
C (0.93, -1.18, -0.74)
C (0.87, -2.39, -1.69)
N (1.51, -3.58, -1.18)
C (2.93, -3.74, -1.41)
C (3.86, -2.78, -0.70)
C (4.38, -3.09, 0.55)
C (5.19, -2.21, 1.27)
C (5.46, -1.00, 0.68)
C (4.96, -0.67, -0.58)
C (4.17, -1.55, -1.29)
O (5.38, 0.58, -0.92)
C (6.17, 1.04, 0.15)
O (6.21, 0.05, 1.16)
C (1.00, -3.90, 0.14)
C (1.05, -2.72, 1.13)
H (0.82, 1.34, 0.92)
H (2.04, 2.72, -0.39)
H (3.44, 4.76, -0.55)
H (0.26, 7.22, 0.10)
H (-1.32, 5.28, 0.31)
H (-4.40, 3.08, -0.87)
H (-6.07, 1.24, -0.80)
H (-3.07, -1.47, 0.62)
H (0.33, -0.37, -1.16)
H (1.96, -0.83, -0.63)
H (1.33, -2.12, -2.65)
H (-0.18, -2.64, -1.87)
H (3.18, -4.76, -1.12)
H (3.08, -3.64, -2.49)
H (4.15, -4.05, 0.99)
H (5.59, -2.47, 2.24)
H (3.81, -1.29, -2.27)
H (7.20, 1.24, -0.20)
H (5.74, 1.96, 0.56)
H (1.56, -4.74, 0.55)
H (-0.04, -4.20, 0.01)
H (0.52, -2.97, 2.05)
H (2.09, -2.47, 1.36)

Results
gap between HOMO and LUMO: 7.8357 eV
structure (SMILES): O=C(c1cc(-c2ccncc2)nc2ccc(Br)cc12)N1CCN(Cc2ccc3c(c2)OCO3)CC1
HOMO energy: -0.304 Eh
lowest unoccupied orbital energy: -0.016 Ha
total charge: 0

Electronic structure analysis, Mulliken charges in units of e:
1 O -0.672
2 C 0.092
3 C 0.413
4 C -0.042
5 C 0.397
6 C 0.418
7 C -0.703
8 C -0.437
9 N -0.630
10 C -0.372
11 C -0.421
12 N -0.625
13 C -0.187
14 C -0.552
15 C -0.509
16 C -0.311
17 Br -0.194
18 C -0.717
19 C 0.773
20 N 0.015
21 C 0.204
22 C -1.489
23 N 0.317
24 C -1.850
25 C 1.037
26 C -0.627
27 C -0.894
28 C 0.829
29 C 0.889
30 C -0.851
31 O -0.518
32 C -0.262
33 O -0.483
34 C -1.004
35 C -0.544
36 H 0.755
37 H 0.704
38 H 0.396
39 H 0.379
40 H 0.438
41 H 0.475
42 H 0.412
43 H 0.651
44 H 0.643
45 H -0.215
46 H 0.318
47 H 0.442
48 H 0.491
49 H 0.435
50 H 0.418
51 H 0.442
52 H 0.395
53 H 0.249
54 H 0.242
55 H 0.362
56 H 0.406
57 H 0.568
58 H 0.103

no.,calculated total energy (eV),largest force on an atom (eV Å⁻¹)
1,-73819.1701,0.9
2,-138745.3147,3.8
3,-621305.6756,5.8
4,-110517.7773,1.3